Entry 1:
This record from the OMol25 dataset describes the ion C5H6PS with charge -1 at a distorted geometry. The level of theory is ωB97M-V/def2-TZVPD.

Summary:
energy relative to the best compared isomer or geometry (same formula, charge and spin) = 36.2 kcal/mol
F_max = 0.0604 Eh/bohr
total charge = -1
SMILES = C/C=C/PC#C[S-]
frontier orbital gap = 0.2348 hartree
lowest unoccupied orbital energy = 3.7 eV

Last column: Mulliken charge in e.
Cartesian coordinates (Å):
C  -1.747  -1.118  -0.716  -1.019
C  -0.547  -0.454  -0.049  -0.290
C  -0.514  0.234  1.087  -0.197
P  0.932  1.238  1.647  -0.242
C  1.843  0.877  0.240  -0.632
C  2.745  0.450  -0.520  0.555
S  3.909  0.124  -1.642  -0.559
H  -1.455  -1.789  -1.538  0.284
H  -2.318  -0.286  -1.142  0.232
H  -2.325  -1.710  0.073  0.272
H  0.189  -0.277  -0.754  0.291
H  -1.270  0.122  1.846  0.347
H  0.556  2.588  1.468  -0.044

***

Entry 2:
This record from the OMol25 dataset describes a structure of composition C14H20NO4ReS3 at a distorted geometry. The level of theory is ωB97M-V/def2-TZVPD.

Summary:
energy relative to the best compared isomer or geometry (same formula, charge and spin) = 15.8 kcal/mol
<S²> = 1.188
F_max = 0.0889 Eh/bohr
total charge = +1
2S+1 = 2
frontier orbital gap (alpha / beta) = 0.2476 / 0.2680 hartree
lowest unoccupied orbital energy (alpha / beta) = -4.8 / -3.8 eV

Last column: Mulliken spin population.
Cartesian coordinates (Å):
Re  -0.671  1.158  0.532  1.489
C  3.105  -1.238  1.778  -0.005
C  2.122  -0.138  1.487  -0.093
S  0.466  -0.617  1.513  -0.201
C  2.476  1.164  1.272  -0.084
C  3.894  1.649  1.248  -0.002
S  1.273  2.394  1.092  -0.198
H  2.576  -2.164  1.996  0.000
H  3.723  -0.983  2.640  -0.003
H  3.761  -1.410  0.923  -0.006
H  4.612  0.840  1.372  0.000
H  4.058  2.386  2.036  -0.004
H  4.098  2.149  0.301  -0.005
C  -3.041  3.172  0.679  0.042
N  -3.549  2.652  1.943  0.015
C  -4.878  3.090  2.349  0.000
C  -2.867  1.782  2.652  0.012
O  -1.765  1.276  2.349  0.007
H  -3.383  4.196  0.549  0.004
H  -3.386  2.574  -0.166  -0.002
H  -1.943  3.199  0.700  -0.023
H  -5.638  2.651  1.700  0.001
H  -4.947  4.173  2.268  0.001
H  -5.077  2.797  3.377  0.000
H  -3.313  1.491  3.605  0.000
C  2.231  -4.458  -2.679  0.000
C  1.316  -3.291  -2.443  -0.001
C  0.265  -3.375  -1.535  0.002
C  -0.595  -2.307  -1.330  -0.002
C  -0.391  -1.146  -2.054  0.008
C  0.650  -1.032  -2.970  -0.003
C  1.500  -2.103  -3.156  0.000
S  -1.346  0.318  -1.827  0.029
O  -2.060  0.684  -2.993  0.000
O  -2.166  0.190  -0.580  0.005
O  -0.291  1.344  -1.393  0.021
H  2.204  -5.155  -1.843  0.000
H  3.257  -4.124  -2.833  0.000
H  1.925  -4.995  -3.578  0.000
H  0.113  -4.290  -0.977  0.001
H  -1.413  -2.373  -0.624  -0.002
H  0.778  -0.105  -3.516  -0.001
H  2.315  -2.025  -3.864  0.000

***

Entry 3:
This record from the OMol25 dataset describes the molecule C3H7NO3 at a distorted geometry. The level of theory is ωB97M-V/def2-TZVPD.

Summary:
energy relative to the best compared isomer or geometry (same formula, charge and spin) = 50.3 kcal/mol
F_max = 0.0763 Eh/bohr
SMILES = N[C@@H](CO)C(=O)O
frontier orbital gap = 0.3699 hartree
lowest unoccupied orbital energy = 0.3 eV

Last column: Mulliken charge in e.
Cartesian coordinates (Å):
N  1.076  -1.577  -0.133  -0.628
C  0.252  -0.473  0.393  0.022
C  0.605  0.893  -0.357  -0.456
O  -0.325  1.897  -0.169  -0.519
C  -1.227  -0.777  0.189  0.502
O  -1.551  -1.895  -0.112  -0.558
O  -2.087  0.203  0.704  -0.530
H  0.622  -2.422  -0.485  0.324
H  1.457  -1.045  -0.960  0.257
H  0.258  -0.313  1.435  0.301
H  0.685  0.684  -1.445  0.250
H  1.670  1.065  0.103  0.315
H  0.176  2.664  0.051  0.336
H  -1.611  1.094  0.786  0.383

***

Entry 4:
This record from the OMol25 dataset describes a cluster of 2 separate species, C35H41N2O2Si in total at a distorted geometry. The level of theory is ωB97M-V/def2-TZVPD.

Summary:
energy relative to the best compared isomer or geometry (same formula, charge and spin) = 0.0 kcal/mol
F_max = 0.0651 Eh/bohr
total charge = +1
frontier orbital gap = 0.2687 hartree
lowest unoccupied orbital energy = -4.3 eV

Last column: Mulliken charge in e.
Cartesian coordinates (Å):
C  5.438  1.818  0.810  -1.162
Si  4.843  0.159  1.429  0.543
C  6.353  -0.935  1.547  -1.195
C  4.223  0.416  3.177  -0.815
O  3.698  -0.514  0.362  -0.404
C  2.303  -0.765  0.669  1.899
C  2.207  -1.885  1.705  0.058
C  3.306  -2.701  1.898  -0.545
C  3.284  -3.722  2.822  -1.185
C  2.146  -3.952  3.563  -0.787
C  1.023  -3.181  3.347  -1.239
C  1.046  -2.173  2.407  -0.238
C  1.687  0.558  1.123  0.219
C  1.111  0.766  2.369  -0.115
C  0.552  1.982  2.691  -1.307
C  0.570  3.014  1.778  -0.716
C  1.166  2.831  0.549  -1.121
C  1.726  1.615  0.231  -0.581
C  1.579  -1.223  -0.642  -0.855
C  2.192  -2.488  -1.275  -0.957
C  1.290  -3.653  -0.832  -0.737
C  -0.077  -3.016  -0.546  -0.757
N  0.144  -1.554  -0.380  0.277
C  -0.858  -0.637  -0.254  -0.095
C  -2.135  -0.982  0.128  -0.514
C  -3.198  -0.101  0.147  -0.298
C  -4.505  -0.421  0.609  0.829
C  -5.554  0.493  0.398  -0.389
C  -6.835  0.202  0.802  -0.687
C  -7.109  -0.999  1.436  -0.369
C  -6.093  -1.910  1.671  -0.759
C  -4.808  -1.632  1.265  -0.416
H  6.132  2.240  1.532  0.359
H  5.949  1.696  -0.141  0.342
H  4.600  2.497  0.685  0.279
H  7.086  -0.472  2.203  0.396
H  6.096  -1.907  1.954  0.342
H  6.789  -1.062  0.561  0.342
H  5.067  0.597  3.838  0.583
H  3.565  1.279  3.218  0.246
H  3.690  -0.461  3.528  0.173
H  4.176  -2.542  1.287  0.586
H  4.153  -4.344  2.949  0.507
H  2.130  -4.741  4.298  0.443
H  0.123  -3.373  3.905  0.488
H  0.145  -1.624  2.195  0.717
H  1.109  -0.014  3.108  0.728
H  0.105  2.123  3.660  0.548
H  0.133  3.965  2.030  0.471
H  1.198  3.636  -0.165  0.550
H  2.206  1.479  -0.723  0.545
H  1.610  -0.398  -1.362  1.115
H  2.184  -2.402  -2.369  0.512
H  3.235  -2.623  -0.969  0.211
H  1.224  -4.447  -1.587  0.503
H  1.689  -4.114  0.080  0.154
H  -0.764  -3.155  -1.386  0.575
H  -0.554  -3.431  0.345  0.380
H  -0.628  0.392  -0.460  0.520
H  -2.314  -2.004  0.408  0.311
H  -3.053  0.875  -0.286  0.448
H  -5.340  1.417  -0.109  0.452
H  -7.628  0.909  0.619  0.417
H  -8.118  -1.225  1.747  0.403
H  -6.310  -2.842  2.169  0.401
H  -4.029  -2.345  1.465  0.363
C  -3.070  3.891  -7.310  -0.768
O  -2.813  4.581  -6.112  -0.396
C  -2.976  3.828  -4.944  0.872
C  -2.709  4.439  -3.725  -0.524
C  -2.854  3.732  -2.556  -0.391
N  -3.242  2.471  -2.482  -0.252
C  -3.493  1.892  -3.645  -0.570
C  -3.382  2.501  -4.873  -0.496
H  -2.887  4.572  -8.143  0.225
H  -2.396  3.038  -7.400  0.333
H  -4.112  3.571  -7.340  0.333
H  -2.389  5.467  -3.719  0.427
H  -2.637  4.217  -1.616  0.415
H  -3.803  0.859  -3.597  0.399
H  -3.607  1.952  -5.770  0.403